Entry 1:
15
Properties=species:S:1:pos:R:3:mulliken_charge:R:1 method="wB97M-V/def2-TZVPD" charge=0 e_tot_ha=-341.83913 e_lumo_ev=0.6 relative_energy_kcal_mol=103.2 homo_lumo_gap_ev=7.899 mol_weight_g_mol=100.12
N 1.41 0.34 0.55 -0.49
C 0.48 -0.78 0.09 0.44
C -0.30 -0.01 -0.95 -1.07
C -1.50 0.63 -0.31 -0.37
O -1.04 1.46 0.79 -0.54
C 1.29 -1.87 -0.46 -0.01
N 1.91 -2.74 -0.90 -0.43
H 0.88 0.91 1.22 0.33
H 2.36 0.11 0.87 0.32
H -0.05 -1.15 0.99 0.24
H -0.55 -0.59 -1.84 0.20
H 1.18 0.83 -0.45 0.48
H -2.23 -0.09 0.12 0.31
H -2.03 1.25 -1.04 0.31
H -1.82 1.70 1.32 0.28

Entry 2:
11
Properties=species:S:1:pos:R:3:mulliken_charge:R:1 method="wB97M-V/def2-TZVPD" charge=0 e_tot_ha=-389.78808 smiles="C1=NCc2nnnn21" e_lumo_ev=0.0 relative_energy_kcal_mol=50.6 homo_lumo_gap_ev=10.599 mol_weight_g_mol=109.09
C -0.93 -1.19 -0.09 -0.08
N -1.80 -0.18 0.07 -0.46
C -0.93 0.98 0.04 -0.20
C 0.49 0.53 -0.07 0.29
N 1.74 1.09 -0.08 -0.42
N 2.44 -0.10 0.10 -0.12
N 1.85 -1.19 0.03 -0.37
N 0.44 -0.82 -0.07 0.35
H -1.12 -2.18 -0.05 0.45
H -1.06 1.64 -0.86 0.28
H -1.11 1.42 0.97 0.29

Entry 3:
62
Properties=species:S:1:pos:R:3:lowdin_spin:R:1 method="wB97M-V/def2-TZVPD" charge=-2 e_tot_ha=-3579.38817 multiplicity=4 s2=3.783 e_lumo_ev="4.4 / 4.4" relative_energy_kcal_mol=26.7 homo_lumo_gap_ev="4.271 / 4.406" mol_weight_g_mol=724.18
V 0.87 0.82 0.05 2.74
C -3.80 1.26 -1.26 0.00
C -3.15 0.23 -0.37 0.00
C -3.09 0.44 1.01 0.00
C -2.48 -0.49 1.85 0.00
C -2.38 -0.21 3.33 0.00
C -1.93 -1.64 1.30 0.00
C -1.97 -1.87 -0.07 0.00
C -1.35 -3.12 -0.65 0.00
C -2.58 -0.93 -0.89 0.00
H -4.90 1.19 -1.21 0.00
H -3.51 1.11 -2.31 0.00
H -3.51 2.27 -0.95 0.00
H -3.46 1.37 1.41 0.00
H -3.38 -0.13 3.78 0.00
H -1.85 0.72 3.50 0.00
H -1.83 -1.00 3.85 0.00
H -1.43 -2.35 1.94 0.00
H -2.05 -3.96 -0.62 0.00
H -0.46 -3.41 -0.10 0.00
H -1.06 -2.97 -1.70 0.00
H -2.59 -1.09 -1.97 0.00
C 2.74 -3.15 -4.13 0.00
Si 2.97 -1.34 -4.46 0.00
C 4.65 -0.82 -3.90 0.00
C 2.96 -1.14 -6.32 0.00
C 1.58 -0.32 -3.77 0.00
C 0.66 0.30 -4.59 0.04
C -0.37 1.07 -4.05 0.00
C -0.40 1.24 -2.68 0.04
N 0.48 0.67 -1.86 0.02
C 1.45 -0.16 -2.37 0.05
S 2.42 -0.91 -1.14 0.02
H 3.59 -3.71 -4.55 0.00
H 1.81 -3.51 -4.60 0.00
H 2.68 -3.34 -3.05 0.00
H 5.40 -1.49 -4.35 0.00
H 4.73 -0.86 -2.81 0.00
H 4.87 0.21 -4.22 0.00
H 3.81 -1.69 -6.76 0.00
H 3.06 -0.08 -6.62 0.00
H 2.04 -1.53 -6.77 0.00
H 0.72 0.19 -5.67 0.00
H -1.11 1.56 -4.67 0.00
H -1.16 1.83 -2.19 0.00
S -0.37 2.73 0.81 0.02
C -1.88 3.59 0.39 -0.02
N -2.24 4.59 1.37 -0.01
C -1.51 5.86 1.25 0.00
C -1.72 6.41 -0.15 0.00
C -1.27 5.37 -1.17 0.00
N -2.03 4.13 -0.94 0.00
H -2.11 4.20 2.28 0.00
H -0.44 5.71 1.41 0.00
H -1.88 6.56 2.00 0.00
H -1.17 7.35 -0.28 0.00
H -2.79 6.61 -0.29 0.00
H -0.19 5.20 -1.04 0.00
H -1.44 5.72 -2.19 0.00
H -1.74 3.44 -1.62 0.00
Te 2.04 3.21 0.08 0.06
I 1.30 -0.14 2.59 0.02

Entry 4:
8
Properties=species:S:1:pos:R:3:mulliken_charge:R:1 method="wB97M-V/def2-TZVPD" charge=0 e_tot_ha=-337.25790 e_lumo_ev=0.2 relative_energy_kcal_mol=104.5 homo_lumo_gap_ev=9.958 mol_weight_g_mol=86.05
C 0.03 0.08 0.18 1.12
O 1.35 0.22 -0.03 -0.46
O -0.32 -0.23 1.43 -0.46
N -0.92 1.42 -0.33 -0.53
C -1.05 0.33 -0.91 0.22
N -0.70 -0.87 -1.02 -0.62
H 1.55 0.14 -0.97 0.34
H 0.07 -1.08 1.66 0.38